No. 1
The following is a quantum chemistry calculation of a cluster of 2 separate species, C3H4N2O in total, from the OMol25 dataset.

Geometry (Å):
O: 2.77184 -0.24450 -0.29476
C: 1.64391 -0.84136 0.03172
C: 0.59056 -1.35669 0.29992
N: -2.33874 -0.02750 0.32451
N: -1.58749 0.90370 -0.01269
C: -0.76311 1.74661 -0.15285
H: 3.51416 -0.73598 0.08280
H: -0.37071 -1.75351 0.54596
H: -3.30609 0.26026 0.16281
H: -0.15431 2.04897 -0.98741

Properties
- LUMO level (eV) = 0.56
- relative energy (zero: lowest compared OMol25 entry of this formula, charge and spin) (eV) = 6.113
- charge = 0

Here is what natural (NBO) gives for the atomic charges, in e: -0.659 0.280 -0.385 -0.516 -0.014 -0.034 0.502 0.258 0.342 0.227


No. 2
The following is a quantum chemistry calculation of a structure of composition C23H25AsCl2N5O10S6Ta, from the OMol25 dataset.

Geometry (Å):
Ta: -2.50537 -0.83558 0.47012
S: -6.70601 -3.30301 0.28030
As: -4.53727 -3.45257 0.78912
S: -4.16737 -1.71225 2.09045
S: -3.40613 -2.89091 -0.94953
S: -4.26843 -5.34299 1.61244
O: 0.05870 2.78127 4.89056
C: 1.29050 2.33047 4.70724
O: 2.24429 2.87263 5.21624
C: 1.42046 1.11245 3.86748
C: 2.59680 0.43641 3.62635
Cl: 4.19099 0.84913 4.07654
N: 2.30497 -0.64374 2.85562
N: 1.00469 -0.67052 2.54048
C: 0.46346 0.36263 3.13000
C: -0.99469 0.61690 2.98693
O: -1.53960 1.42060 3.73313
O: -1.62272 0.02351 2.02818
C: 3.08319 -1.75611 2.40299
C: 2.58039 -2.45832 1.31509
C: 3.25059 -3.58764 0.87913
C: 4.41747 -4.01024 1.50427
C: 4.90077 -3.30222 2.59256
C: 4.23007 -2.17736 3.05791
H: -0.60671 2.19091 4.43963
H: 1.66714 -2.11748 0.84066
H: 2.84666 -4.14121 0.04050
H: 4.93792 -4.89297 1.15316
H: 5.79808 -3.62832 3.10475
H: 4.59638 -1.66132 3.92954
N: -6.87813 0.42644 0.46352
C: -5.94940 1.28466 -0.27851
C: -4.56666 0.77620 0.01336
O: -4.01167 1.08286 1.07245
O: -4.03081 -0.16748 -0.69295
H: -7.78636 0.86525 0.52964
H: -6.53274 0.27332 1.40616
H: -6.69362 -1.97256 0.05959
H: -5.96319 2.33514 0.02478
H: -6.15234 1.21886 -1.34568
C: 3.60923 -2.01490 -2.87746
C: 3.66440 -0.50156 -3.03440
C: 2.37417 0.20682 -2.59855
C: 2.56500 1.73234 -2.72343
C: 1.30765 2.54643 -2.45449
C: 1.26258 -0.19626 -3.54756
O: 1.36735 -0.11512 -4.75851
N: 0.11296 -0.63180 -2.95916
C: -0.09925 -0.69156 -1.58035
O: -1.30367 -0.97791 -1.29856
N: 0.83735 -0.48126 -0.69583
C: 2.08183 -0.10856 -1.11674
O: 3.00453 0.03879 -0.32843
H: 4.52420 -2.47934 -3.25281
H: 2.77168 -2.44455 -3.43555
H: 3.50252 -2.29229 -1.82922
H: 3.84361 -0.23340 -4.07765
H: 4.47259 -0.09248 -2.42761
H: 2.94812 1.92930 -3.72790
H: 3.34554 1.99634 -2.00700
H: 0.51902 2.32979 -3.18097
H: 1.52468 3.61492 -2.51600
H: 0.89996 2.35003 -1.46041
H: -0.68397 -0.82614 -3.54673
Cl: -1.09981 -2.69102 1.11686
C: -1.85703 4.94912 -2.16887
O: -1.49481 3.92676 -1.24902
C: -2.20695 2.76458 -1.21218
S: -3.50347 2.50365 -2.22632
S: -1.45180 1.71326 -0.11216
H: -1.10687 5.72688 -2.02898
H: -2.85350 5.33367 -1.95479
H: -1.84217 4.58070 -3.19344

Properties
- LUMO level (eV) = 4.04
- relative energy (zero: lowest compared OMol25 entry of this formula, charge and spin) (eV) = 1.191
- charge = -2

Here is what Mulliken gives for the atomic charges, in e: 0.776 -0.358 0.601 -0.330 -0.275 -0.519 -0.616 0.442 -0.657 -0.239 0.250 -0.195 0.754 -0.441 0.509 0.437 -0.845 0.020 0.561 0.593 -0.703 -0.585 -0.685 -0.823 0.490 -0.061 0.465 0.372 0.349 0.379 -0.458 -0.853 0.863 -0.503 -0.284 0.215 0.235 0.117 0.319 0.264 -1.076 -1.489 2.935 -1.551 -1.006 -0.244 -0.713 0.206 -0.204 -0.666 0.824 -0.666 -0.697 0.511 0.282 0.070 0.463 0.453 0.411 0.391 0.238 0.562 0.077 0.277 -0.432 -0.920 -0.120 0.114 -0.387 -0.157 0.255 0.330 0.350


No. 3
The following is a quantum chemistry calculation of a structure of composition C12H33ClErIN2P2S, from the OMol25 dataset.

Geometry (Å):
C: -2.53775 -0.14420 0.21376
I: 1.88831 -0.41406 0.47056
H: -2.73539 -0.26757 -0.85405
H: -3.19220 0.67853 0.55634
H: -2.79635 -1.08528 0.72359
Er: 1.27690 -0.03162 -3.03224
P: 0.45141 2.48905 -2.58864
C: 0.15243 3.50231 -1.09867
C: 2.11987 3.09780 -3.09643
H: 1.99065 4.16086 -3.34624
H: -0.38472 4.31652 -3.95122
H: 2.50965 2.56071 -3.97571
H: -0.38010 2.76427 -4.86550
H: 0.92574 3.28828 -0.34622
H: 2.83381 3.00552 -2.27012
C: -0.58742 3.23672 -3.89396
H: 0.19804 4.57225 -1.35534
H: -1.64371 3.07916 -3.64905
H: -0.82598 3.26920 -0.65890
P: 0.30572 -2.43363 -2.44515
C: 0.00206 -3.23723 -0.85967
C: -0.69546 -3.23447 -3.72900
H: 2.34842 -2.58702 -3.84687
H: 1.86400 -4.13606 -3.07070
H: 2.70808 -2.88316 -2.10402
C: 1.97930 -3.04956 -2.90912
H: -0.54554 -2.71831 -4.69154
H: -0.39489 -4.28733 -3.81807
H: 0.05232 -4.32586 -0.98611
H: -0.98432 -2.93089 -0.47999
H: -1.75393 -3.16227 -3.45259
H: 0.75065 -2.91072 -0.12046
Cl: 1.09901 0.16638 -5.45149
C: -1.62409 -2.25310 4.61744
C: -0.59106 -1.65876 3.67990
N: -1.31647 -0.71634 2.76872
C: -0.68774 0.28231 2.13120
S: -0.86582 0.46291 0.40577
N: 0.17522 1.07376 2.78374
C: 0.06015 1.48410 4.18825
C: 1.38852 2.01831 4.65490
H: -2.19924 -1.46637 5.11084
H: -1.11046 -2.83773 5.38410
H: -2.31731 -2.91683 4.09054
H: 0.20141 -1.12200 4.20805
H: -0.11754 -2.45705 3.08145
H: -2.00751 -1.23639 2.22922
H: 0.83492 1.59111 2.20354
H: -0.69940 2.27898 4.25968
H: -0.27927 0.64189 4.80493
H: 1.71381 2.88107 4.08173
H: 1.27597 2.34449 5.68571
H: 2.16730 1.25735 4.61314

Properties
- LUMO level (alpha / beta) (eV) = -6.75 / -6.62
- multiplicity = 4
- charge = +2

Here is what natural (NBO) gives for the atomic charges, in e: -0.781 -0.645 0.250 0.250 0.216 1.704 0.708 -0.919 -0.944 0.279 0.259 0.251 0.272 0.258 0.261 -0.921 0.264 0.258 0.261 0.730 -0.944 -0.932 0.244 0.286 0.275 -0.964 0.270 0.260 0.263 0.247 0.262 0.289 -0.558 -0.627 -0.210 -0.589 0.434 0.299 -0.562 -0.220 -0.625 0.227 0.246 0.218 0.218 0.213 0.407 0.436 0.218 0.216 0.218 0.249 0.226


Across the entries above, M takes the values 84.078, 1050.656, 629.042 g/mol, respectively.